# 1
120
Properties=species:S:1:pos:R:3 method="wB97M-V/def2-TZVPD" e_lumo_ev=0.3 multiplicity=1 largest_force_ha_per_bohr=0.0680 energy_ha=-4061.99896 gap_ev=7.32 smiles="CCNN[C@H](S)CO[C@](Cl)(CCCCCCCCOC(C)=O)/C(Cl)=C(/C)Cl.CNC(C)=O.CNC(C)=O.CNC(C)=O.CNC(C)=O.CNC(C)=O" e_homo_ev=-7.02
C 8.3173 0.4860 2.8783
C 7.2457 0.1408 1.7478
N 6.8562 1.3592 0.9369
N 5.9745 0.8590 -0.0467
C 5.4562 1.9079 -0.9610
S 6.1710 3.5983 -0.6875
C 3.8230 1.9043 -0.8567
O 3.4391 0.5657 -0.5280
C 2.0317 0.4426 -0.1282
Cl 1.5319 -1.0338 -1.1438
C 1.1210 1.6490 -0.6269
C -0.4699 1.4193 -0.4942
C -1.1467 2.5092 0.5067
C -1.5559 1.9159 1.9307
C -3.1237 1.5134 1.9561
C -3.4409 0.1184 1.2389
C -4.0773 -0.9849 2.2346
C -3.3569 -2.4096 1.9657
O -4.2950 -3.5226 2.0166
C -3.6650 -4.7626 1.7851
C -2.1082 -4.9622 1.5419
O -4.3820 -5.7780 1.7860
C 2.1095 0.2132 1.4291
Cl 3.4670 1.0816 2.3359
C 1.3069 -0.5576 2.2742
C 1.5906 -0.6935 3.8525
Cl -0.1092 -1.4546 1.6330
H 9.3468 0.6499 2.4041
H 7.9830 1.3729 3.5089
H 8.3589 -0.4323 3.5699
H 6.2727 -0.2127 2.2529
H 7.5859 -0.7095 1.0770
H 6.2948 1.9096 1.6166
H 6.4031 0.1167 -0.6131
H 5.6712 1.6244 -2.0539
H 5.4451 4.4966 -1.4836
H 3.5884 2.6812 -0.0407
H 3.4737 2.2621 -1.8933
H 1.2793 1.9172 -1.7318
H 1.3348 2.5869 0.0020
H -0.7768 0.3557 -0.2653
H -0.9571 1.6560 -1.5108
H -0.5164 3.4447 0.6291
H -2.1263 2.8579 0.0132
H -0.8775 1.1028 2.3347
H -1.4749 2.7891 2.6788
H -3.4633 1.4171 3.0526
H -3.7527 2.3776 1.5355
H -4.2216 0.3415 0.4264
H -2.5190 -0.3224 0.7475
H -4.0159 -0.6812 3.3258
H -5.1589 -1.1333 1.8887
H -2.6077 -2.5704 2.8134
H -2.8513 -2.4244 0.9383
H -1.7805 -4.6681 0.4837
H -1.7975 -6.0570 1.6622
H -1.4668 -4.3476 2.2570
H 1.1162 0.2069 4.3520
H 2.6864 -0.8483 4.0877
H 1.0434 -1.6129 4.2730
C 5.0060 -1.3095 -5.8439
N 5.3740 -0.5455 -4.6708
C 6.3908 0.3452 -4.5283
C 7.2774 0.6052 -5.7162
O 6.5619 0.9089 -3.4536
H 3.9775 -1.0565 -6.1099
H 5.0566 -2.3710 -5.5923
H 5.6593 -1.1061 -6.6892
H 4.8255 -0.6648 -3.8301
H 8.0381 1.3368 -5.4443
H 7.7778 -0.3160 -6.0214
H 6.6899 1.0092 -6.5434
C -5.9287 2.2615 -3.6271
N -5.5706 3.0253 -2.4488
C -4.5635 3.9255 -2.2993
C -3.6761 4.1991 -3.4848
O -4.4006 4.4858 -1.2229
H -6.9580 2.5045 -3.8937
H -5.8678 1.2000 -3.3774
H -5.2759 2.4739 -4.4708
H -6.1196 2.8972 -1.6102
H -2.9232 4.9371 -3.2081
H -3.1660 3.2839 -3.7927
H -4.2655 4.6006 -4.3118
C -6.9007 -1.5350 -8.2029
N -7.3520 -0.3853 -7.4479
C -7.4666 -0.2523 -6.0987
C -7.0862 -1.4266 -5.2366
O -7.8691 0.8000 -5.6213
H -6.0326 -1.2380 -8.7954
H -7.7035 -1.8398 -8.8778
H -6.6318 -2.3699 -7.5600
H -7.6256 0.4436 -7.9556
H -7.2320 -1.1660 -4.1884
H -7.7187 -2.2856 -5.4697
H -6.0344 -1.6791 -5.3866
C -7.1476 2.5581 5.3837
N -6.8568 2.4975 3.9671
C -6.8890 1.4152 3.1434
C -7.2712 0.0846 3.7355
O -6.6114 1.5419 1.9580
H -7.9699 3.2607 5.5360
H -6.2612 2.9320 5.9009
H -7.4211 1.5870 5.7897
H -6.5919 3.3507 3.4955
H -7.2504 -0.6756 2.9551
H -6.5586 -0.1988 4.5130
H -8.2822 0.1307 4.1457
C 6.1962 -4.7345 4.9891
N 6.7446 -3.3952 4.9630
C 8.0384 -3.0086 5.1267
C 9.0715 -4.0763 5.3690
O 8.3312 -1.8214 5.0742
H 5.7108 -4.9259 4.0296
H 5.4466 -4.7837 5.7821
H 6.9597 -5.4886 5.1656
H 6.1137 -2.6224 4.8051
H 10.0508 -3.6111 5.4788
H 8.8427 -4.6201 6.2879
H 9.1088 -4.7637 4.5213

***

# 2
110
Properties=species:S:1:pos:R:3 method="wB97M-V/def2-TZVPD" e_lumo_ev=0.3 multiplicity=1 largest_force_ha_per_bohr=0.0691 energy_ha=-1975.00750 gap_ev=9.69 smiles=C1CCOC1.C1CCOC1.C1CCOC1.C1CCOC1.C1CCOC1.C1CCOC1.C1CCOC1.C1CCOC1.CO e_homo_ev=-9.40
C 7.8301 -2.4878 -0.4089
C 7.6369 -3.1722 -1.7269
C 6.3728 -3.8340 -1.6644
O 5.5844 -3.1304 -0.6780
C 6.4038 -2.1489 -0.0047
H 8.4964 -1.6253 -0.4202
H 8.4156 -3.1537 0.2251
H 8.3806 -3.9630 -1.8246
H 7.6147 -2.5006 -2.5852
H 6.5516 -4.8020 -1.1963
H 5.9200 -4.0811 -2.6247
H 6.1732 -1.9994 1.0500
H 6.1131 -1.2419 -0.5348
C -6.7702 7.0491 2.8261
C -5.6223 6.3393 2.1785
C -6.2822 5.1938 1.3400
O -7.6860 5.3986 1.4074
C -7.8766 6.6724 1.8649
H -6.7071 8.1211 3.0128
H -7.0961 6.5332 3.7293
H -4.8859 6.0134 2.9130
H -4.9863 6.9573 1.5447
H -5.8703 4.1986 1.5075
H -5.9073 5.4342 0.3451
H -8.8451 6.9036 2.3085
H -7.7848 7.4068 1.0647
C 4.8804 5.8684 -1.6680
C 3.4008 5.8111 -1.6177
C 2.8599 7.2075 -1.9620
O 3.8692 8.0513 -1.4071
C 5.1577 7.3732 -1.4890
H 5.2053 5.3856 -2.5897
H 5.3896 5.3492 -0.8561
H 3.0457 5.6627 -0.5979
H 2.9573 4.9973 -2.1915
H 1.8819 7.5424 -1.6166
H 2.9014 7.2784 -3.0489
H 5.8282 7.3423 -0.6301
H 5.5858 7.8442 -2.3739
C 3.3824 5.5926 7.2437
C 2.7911 5.3891 5.8697
C 3.3010 4.0021 5.4536
O 3.6934 3.3843 6.6384
C 4.1953 4.3326 7.5479
H 2.6243 5.7584 8.0091
H 3.9246 6.5380 7.2273
H 3.0969 6.1512 5.1528
H 1.7022 5.3605 5.9105
H 4.0143 4.0517 4.6309
H 2.5280 3.3558 5.0378
H 5.2283 4.5313 7.2625
H 4.0530 4.0528 8.5917
C -1.0939 0.0222 -8.9280
C -1.3533 -0.1945 -10.4348
C -1.4635 1.2400 -11.0429
O -0.6457 2.1000 -10.1366
C -0.7280 1.5002 -8.7988
H -0.2328 -0.6058 -8.6996
H -1.9390 -0.3968 -8.3817
H -2.3116 -0.6762 -10.6292
H -0.5665 -0.7896 -10.8983
H -2.5220 1.4399 -10.8765
H -1.1495 1.4538 -12.0646
H -1.5013 1.9494 -8.1755
H 0.1291 1.7927 -8.1922
C 2.5660 -4.4141 8.1715
C 1.2908 -3.8489 7.5733
C 1.0664 -4.7253 6.3163
O 2.2885 -5.3870 6.0588
C 3.3132 -4.7791 6.8734
H 2.6408 -5.2744 8.8366
H 3.0875 -3.6770 8.7821
H 1.3791 -2.7981 7.2974
H 0.4295 -3.9660 8.2310
H 0.7874 -4.1705 5.4205
H 0.3067 -5.4835 6.5064
H 3.7477 -3.8599 6.4806
H 4.0855 -5.5160 7.0939
C 0.2285 -7.6734 -0.9250
C 0.9222 -8.6556 -1.8140
C 0.6835 -8.0981 -3.2391
O -0.6491 -7.6641 -3.1209
C -0.9515 -7.1756 -1.7701
H 0.9719 -6.9297 -0.6383
H -0.2308 -8.2039 -0.0909
H 0.5866 -9.6890 -1.7271
H 1.9873 -8.7401 -1.5984
H 0.8022 -8.8167 -4.0500
H 1.3666 -7.2968 -3.5211
H -1.8893 -7.6025 -1.4147
H -0.9424 -6.0861 -1.7381
C -9.2662 -2.7828 -1.4815
C -8.2503 -2.1258 -0.5636
C -7.8955 -3.3531 0.3033
O -9.0306 -4.1805 0.4685
C -9.8250 -4.0689 -0.7435
H -8.7074 -3.0657 -2.3736
H -10.0550 -2.0728 -1.7303
H -8.6969 -1.3399 0.0455
H -7.4534 -1.6020 -1.0914
H -7.2540 -3.1162 1.1521
H -7.2124 -3.9610 -0.2898
H -10.8862 -4.2699 -0.5965
H -9.5015 -4.8446 -1.4375
C -0.6848 0.1916 -1.6901
O -0.4221 -0.2688 -0.3831
H 0.1531 0.2775 -2.3819
H -1.4325 -0.4411 -2.1684
H -1.1474 1.1784 -1.6694
H 0.4005 -0.7530 -0.2806

***

# 3
119
Properties=species:S:1:pos:R:3 method="wB97M-V/def2-TZVPD" total_charge=-1 e_lumo_ev=2.0 multiplicity=1 largest_force_ha_per_bohr=0.0366 energy_ha=-3126.84814 gap_ev=5.79 e_homo_ev=-3.82
C -3.6162 2.5705 0.9827
C -4.2115 1.4337 0.1768
O -5.4632 1.8811 -0.4193
C -3.3236 0.9498 -0.9788
C -1.8461 1.2238 -0.8179
O -1.5294 2.4860 -1.3312
B -0.0460 2.5690 -1.3204
O 0.3335 1.1143 -1.4590
C -0.7990 0.2590 -1.4659
C -1.1793 -0.0753 -2.9227
C -0.0730 0.1044 -3.9534
C 1.1129 -0.7925 -3.6562
Cl 2.1925 -0.9223 -5.1055
C -0.3525 -0.9469 -0.6238
C -1.4702 -1.6386 0.1578
O -1.7450 -0.9243 1.3683
Si -0.9911 -1.4352 2.7725
C -2.3190 -2.0806 3.9353
C 0.4528 -2.6269 2.5212
C -0.2851 0.1222 3.5639
H -3.2391 3.3337 0.3086
H -4.3683 2.9736 1.6647
H -2.7830 2.2039 1.5719
H -4.4820 0.5923 0.8151
H -5.7132 2.6830 0.0612
H -3.5563 -0.0950 -1.1780
H -3.6469 1.5044 -1.8565
H -1.5181 1.2745 0.2280
H 0.4090 3.1292 -0.3117
H 0.4108 3.1163 -2.3079
H -2.0012 0.5476 -3.2675
H -1.5600 -1.1040 -2.9590
H 0.2182 1.1432 -4.1146
H -0.4794 -0.2264 -4.9152
H 1.7117 -0.3458 -2.8744
H 0.7471 -1.7705 -3.3653
H 0.0494 -1.6828 -1.3303
H 0.4642 -0.6389 0.0165
H -2.3716 -1.5636 -0.4466
H -1.2961 -2.7057 0.3011
H -2.5826 -3.1271 3.7995
H -2.0765 -1.8431 4.9680
H -3.2209 -1.5124 3.7065
H 0.6471 -2.9150 1.4926
H 0.2866 -3.5105 3.1360
H 1.3618 -2.1664 2.9044
H -0.9981 0.9393 3.4824
H -0.0664 -0.0483 4.6148
H 0.6202 0.4211 3.0384
O 0.8214 2.9213 -4.9358
C 1.2790 3.0183 -6.0371
O 0.4891 3.4858 -7.0384
C 0.9821 3.7988 -8.3363
C 1.0349 2.5751 -9.2287
C 2.6813 2.5589 -6.3562
H 1.9465 4.3065 -8.2739
H 0.2757 4.5208 -8.7454
H 1.7221 1.8239 -8.8396
H 1.3547 2.8482 -10.2359
H 0.0499 2.1120 -9.2883
H 2.6640 1.4851 -6.5321
H 3.3063 2.7620 -5.4902
H 3.1345 3.0612 -7.2096
O -1.6398 -5.2012 -0.8858
C -0.5233 -5.4548 -1.2463
O 0.5069 -5.0244 -0.4939
C 1.8681 -5.4037 -0.7114
C 2.5353 -4.5288 -1.7524
C -0.2473 -6.1547 -2.5565
H 1.9402 -6.4667 -0.9505
H 2.3659 -5.2681 0.2480
H 2.0581 -4.6256 -2.7283
H 3.5881 -4.7932 -1.8546
H 2.4645 -3.4801 -1.4628
H -0.2635 -5.4166 -3.3574
H -1.0403 -6.8790 -2.7268
H 0.6967 -6.6942 -2.5834
O -2.1735 -0.0116 7.0061
C -2.4122 1.1649 6.9441
O -2.2895 1.7984 5.7671
C -2.7123 3.1449 5.5369
C -1.6484 4.1442 5.9394
C -2.7667 1.9621 8.1791
H -3.6711 3.3378 6.0216
H -2.8861 3.2090 4.4639
H -1.4342 4.0978 7.0082
H -1.9654 5.1581 5.6944
H -0.7183 3.9329 5.4124
H -1.8472 2.2479 8.6880
H -3.3518 1.3242 8.8373
H -3.3589 2.8521 7.9801
O 4.3724 -5.5606 2.7904
C 3.6541 -6.3001 3.4036
O 3.3976 -7.5307 2.9115
C 2.6989 -8.5389 3.6440
C 1.1972 -8.3984 3.5026
C 2.9605 -5.8477 4.6674
H 3.0183 -8.5504 4.6872
H 3.0224 -9.4836 3.2090
H 0.8395 -7.4548 3.9140
H 0.6870 -9.2139 4.0164
H 0.9147 -8.4184 2.4500
H 2.0564 -5.3035 4.3962
H 3.6310 -5.1771 5.1986
H 2.7051 -6.6542 5.3508
O 2.2548 8.7933 0.8068
C 2.2347 8.0128 -0.1120
O 1.1555 7.9630 -0.9030
C 1.1095 7.2067 -2.1277
C 0.7591 5.7527 -1.8986
C 3.3645 7.0360 -0.3408
H 2.0446 7.3248 -2.6801
H 0.3341 7.6871 -2.7236
H 1.5067 5.2451 -1.2922
H 0.6729 5.2210 -2.8440
H -0.1880 5.6639 -1.3680
H 3.2131 6.1697 0.3013
H 4.2965 7.5253 -0.0651
H 3.4634 6.7034 -1.3702

***

# 4
121
Properties=species:S:1:pos:R:3 method="wB97M-V/def2-TZVPD" e_lumo_ev=0.3 multiplicity=1 largest_force_ha_per_bohr=0.0955 energy_ha=-2666.56282 gap_ev=9.42 e_homo_ev=-9.12
C 11.8208 18.1965 11.6746
N 12.6075 17.8357 10.4446
O 12.2474 16.9235 9.7571
O 13.6090 18.5247 10.2192
H 11.6419 19.2389 11.5019
H 12.4740 18.1653 12.5369
H 10.9308 17.5592 11.7687
C 8.8948 8.9175 10.7053
N 9.7354 9.3832 9.5977
O 10.7583 8.7822 9.3874
O 9.4065 10.4304 9.0353
H 7.8754 9.2968 10.5706
H 9.2504 9.4338 11.6016
H 9.0316 7.8364 10.8649
C 6.8635 8.4857 14.0512
N 6.0775 8.0424 12.8457
O 5.5889 6.9637 12.8304
O 6.0958 8.8749 11.9383
H 7.9115 8.2124 13.8561
H 6.5539 7.9332 14.9308
H 6.8710 9.5513 14.1128
C 6.9491 12.2800 16.0228
C 7.9806 13.0687 16.7924
O 9.1380 12.7400 16.8661
C 7.4128 14.2934 17.4871
H 6.4252 12.9762 15.4088
H 6.3015 11.7554 16.7605
H 7.5337 11.5719 15.4368
H 6.7589 14.0224 18.3087
H 6.8547 14.8792 16.7467
H 8.2239 14.9264 17.8354
C 12.7688 11.5611 9.4298
C 14.1380 11.2666 9.0698
O 14.8461 10.6772 9.8836
C 14.6481 11.6403 7.6180
H 12.6885 12.6375 9.1443
H 12.5001 11.4142 10.4875
H 12.0593 10.9815 8.8682
H 15.6148 11.1934 7.4246
H 14.8318 12.7057 7.6739
H 14.0211 11.3323 6.7914
C 16.0942 11.3476 15.9917
C 14.9503 11.0685 16.9605
O 13.8064 11.3422 16.7322
C 15.3993 10.5245 18.3319
H 16.7834 12.0582 16.4487
H 15.7601 11.6938 15.0275
H 16.6995 10.4425 15.8929
H 14.7882 10.9516 19.2079
H 16.4829 10.7240 18.5575
H 15.2734 9.4355 18.3941
C 8.1056 17.8199 14.1865
C 8.8412 16.4741 14.0535
O 8.7180 15.7655 13.1107
C 9.8542 16.2206 15.1681
H 8.5139 18.5569 13.4992
H 8.1413 18.1138 15.2190
H 7.0441 17.6319 14.0086
H 9.3601 16.1100 16.1450
H 10.4988 17.0901 15.2491
H 10.4980 15.3815 14.8932
C 9.2606 10.3961 18.9386
C 9.2865 9.5212 17.7175
O 8.3475 9.0228 17.2469
C 10.5884 9.4943 17.0201
H 8.2515 10.5141 19.3213
H 9.6958 11.3596 18.7159
H 9.8730 10.0139 19.7759
H 10.6575 8.7035 16.2692
H 11.3754 9.3365 17.7371
H 10.8066 10.4268 16.5484
C 14.8577 14.5375 9.9622
C 14.7911 13.6864 11.2406
O 13.7273 13.4849 11.7842
C 16.0868 13.2345 11.7515
H 15.3511 15.5186 10.2025
H 13.9003 14.6254 9.5084
H 15.5293 14.1304 9.2329
H 16.6943 14.1235 11.9668
H 16.6386 12.6792 10.9827
H 15.9316 12.7201 12.6845
C 12.7157 8.9708 12.0619
C 13.7760 9.0046 13.1469
O 13.8464 8.1317 13.9780
C 14.7249 10.1859 13.1595
H 13.1478 9.0163 11.0669
H 12.0860 9.8460 12.1628
H 12.0530 8.0943 12.1512
H 15.4991 9.9657 13.8921
H 14.2131 11.1306 13.2930
H 15.1924 10.2080 12.1601
C 7.6590 17.1125 7.9762
C 8.4747 17.0257 9.2534
O 8.7520 18.0034 9.9026
C 8.9096 15.6392 9.6908
H 7.5569 18.1564 7.6324
H 6.7246 16.5562 8.1443
H 8.1954 16.5294 7.2653
H 8.0248 14.9616 9.8530
H 9.5583 15.7804 10.5713
H 9.5381 15.0977 8.9994
C 13.1462 16.6846 16.4864
C 13.2980 15.8433 15.2477
O 12.9210 16.2116 14.1531
C 14.0360 14.5349 15.3786
H 14.0411 16.6445 17.1002
H 12.3450 16.3745 17.1496
H 12.9616 17.6845 16.2169
H 15.0633 14.7911 15.6761
H 13.9107 13.9868 14.4653
H 13.6966 13.9783 16.2909
C 11.3963 12.5079 14.0690
C 10.2452 11.9913 13.2231
O 9.6608 10.9365 13.4326
C 9.7423 12.8557 12.1373
H 11.0273 13.0771 14.8913
H 12.1044 13.2043 13.6374
H 11.9267 11.6658 14.4783
H 10.4366 12.8691 11.2646
H 9.5349 13.8609 12.4549
H 8.7881 12.4193 11.7757